ORCA calculation (ωB97M-V with the def2-TZVPD basis set) on a molecular structure, C30H38CsN5O2SSi at a distorted geometry.

Each line ends with the Löwdin charge.
Positions of all 78 atoms, in Å:
Cs 0.27928 -0.83137 -0.65892  0.841
N -7.66762 -2.87434 1.21906  0.070
C -6.50624 -2.62135 0.46362  -0.334
C -6.56519 -2.58028 -0.92764  -0.047
C -5.42042 -2.34821 -1.67314  -0.068
C -4.20404 -2.17977 -1.03297  -0.294
C -4.13466 -2.22840 0.35354  -0.042
C -5.27965 -2.44717 1.09921  -0.028
S -2.71982 -1.85459 -1.93273  0.501
O -1.72106 -2.73464 -1.33922  -0.503
O -3.01508 -2.05657 -3.33294  -0.328
N -2.23931 -0.39318 -1.58358  -0.320
C -3.01170 0.69589 -1.82865  -0.474
N -2.39152 1.87250 -1.57184  0.123
C -3.09377 2.96963 -1.76381  -0.174
C -4.41285 2.96612 -2.20336  -0.093
C -4.94718 1.71560 -2.44984  -0.159
N -4.27462 0.58735 -2.28695  0.128
H -8.51241 -2.56220 0.76475  0.072
H -7.61806 -2.50498 2.15665  0.076
H -7.51980 -2.71896 -1.42473  0.100
H -5.45811 -2.28056 -2.75133  0.107
H -3.18444 -2.08013 0.85217  0.118
H -5.22175 -2.47304 2.18137  0.111
H -2.58427 3.90624 -1.55408  0.102
H -4.97778 3.87636 -2.34240  0.080
H -5.97057 1.61340 -2.80456  0.098
C -2.14999 2.70386 6.49858  -0.086
C -2.21105 2.10501 5.11148  -0.333
C -3.13402 2.58990 4.19549  -0.089
C -3.15400 2.01788 2.91024  -0.315
C -4.12396 2.54012 1.87943  -0.068
C -2.28881 1.00616 2.58515  -0.022
C -1.31478 0.44552 3.49510  -0.313
C -1.33228 1.07911 4.79037  -0.027
N -0.57780 -0.54839 3.01675  0.034
C 0.42004 -1.32670 3.74162  -0.657
C 0.42524 -1.34879 5.28042  -0.084
C 0.17534 -2.77298 3.28445  -0.076
C 1.81944 -0.89253 3.28232  -0.062
H -2.91095 3.47679 6.62562  0.056
H -1.17440 3.15783 6.69388  0.066
H -2.30993 1.94337 7.26834  0.065
H -3.81654 3.39170 4.45875  0.080
H -4.87584 3.18429 2.34264  0.060
H -4.64028 1.72715 1.36459  0.070
H -3.60853 3.12428 1.11443  0.060
H -2.32469 0.56478 1.59157  0.090
H -0.65765 0.76472 5.56828  0.059
H -0.56757 -1.56744 5.67952  0.080
H 0.77599 -0.41198 5.70919  0.056
H 1.10979 -2.13507 5.61731  0.068
H -0.81024 -3.09443 3.62809  0.075
H 0.93220 -3.48187 3.63608  0.069
H 0.15381 -2.75483 2.19735  0.052
H 2.01075 0.13688 3.59498  0.079
H 1.88354 -0.92193 2.19326  0.041
H 2.60661 -1.53411 3.69394  0.072
C 5.18408 -1.74135 -2.86454  -0.336
Si 4.11907 -0.48995 -1.84078  0.513
C 5.34298 -0.20538 -0.36725  -0.325
C 4.51264 1.10778 -2.86849  -0.343
C 4.61384 1.08504 -4.26806  -0.133
C 4.83438 2.23143 -5.02132  -0.129
C 4.96333 3.46684 -4.39835  -0.143
C 4.87134 3.52609 -3.01324  -0.127
C 4.65239 2.37052 -2.27349  -0.130
H 6.16938 -1.33472 -3.12699  0.008
H 4.68626 -2.05958 -3.78449  -0.013
H 5.33423 -2.64344 -2.26119  -0.008
H 6.35767 0.03944 -0.70839  0.008
H 5.39333 -1.11279 0.24337  -0.008
H 5.00617 0.59300 0.30052  -0.011
H 4.51659 0.13747 -4.78865  0.082
H 4.90726 2.16018 -6.10212  0.084
H 5.12773 4.36616 -4.98099  0.079
H 4.96829 4.48008 -2.50482  0.085
H 4.58544 2.45512 -1.19288  0.085

Its total energy is -2298.08681 Eh. The HOMO-LUMO gap is 4.858 eV. As for the total charge: -2. For the LUMO energy, the calculation gives 3.97 eV. The relative energy (zero: lowest compared OMol25 entry of this formula, charge and spin) comes out at 82.96 kJ/mol. The value obtained for the HOMO energy is -0.03281 Ha. The max |F| is 1.53 eV Å⁻¹.